{
  "formula": "C29H57Li2O14P",
  "method": "wB97M-V/def2-TZVPD",
  "elements": ["Li", "Li", "P", "O", "O", "O", "O", "O", "C", "O", "O", "H", "C", "C", "C", "O", "C", "H", "H", "H", "H", "H", "H", "H", "H", "C", "C", "C", "O", "C", "H", "H", "H", "H", "H", "H", "H", "H", "C", "C", "C", "O", "C", "H", "H", "H", "H", "H", "H", "H", "H", "C", "C", "C", "O", "C", "H", "H", "H", "H", "H", "H", "H", "H", "C", "C", "C", "O", "C", "H", "H", "H", "H", "H", "H", "H", "H", "C", "C", "C", "O", "C", "H", "H", "H", "H", "H", "H", "H", "H", "C", "C", "C", "O", "C", "H", "H", "H", "H", "H", "H", "H", "H"],
  "xyz": [[16.36, 17.53, 18.60], [19.17, 17.29, 19.59], [17.73, 19.32, 19.48], [16.86, 19.29, 18.17], [17.42, 17.98, 20.25], [17.59, 20.68, 20.15], [19.22, 19.08, 18.99], [18.14, 15.12, 16.11], [17.65, 15.94, 17.11], [16.45, 16.29, 16.98], [18.42, 16.22, 18.04], [17.50, 15.24, 15.39], [18.51, 12.14, 20.20], [18.15, 13.41, 19.39], [16.94, 13.96, 20.16], [16.50, 12.92, 21.06], [17.16, 11.72, 20.72], [19.17, 12.38, 21.03], [18.98, 11.40, 19.55], [17.90, 13.20, 18.35], [18.96, 14.13, 19.48], [16.13, 14.20, 19.48], [17.18, 14.86, 20.72], [16.59, 11.13, 19.98], [17.21, 11.11, 21.62], [17.41, 14.28, 11.49], [15.99, 14.83, 11.45], [15.65, 15.02, 12.94], [16.90, 15.32, 13.56], [17.99, 15.01, 12.71], [17.98, 14.52, 10.59], [17.43, 13.20, 11.63], [15.26, 14.16, 10.98], [15.92, 15.76, 10.90], [15.23, 14.12, 13.38], [15.00, 15.88, 13.07], [18.75, 14.46, 13.28], [18.43, 15.95, 12.36], [11.79, 18.13, 14.16], [13.25, 18.20, 14.58], [13.32, 17.13, 15.69], [11.99, 16.98, 16.18], [11.12, 17.87, 15.50], [11.60, 17.29, 13.47], [11.42, 19.02, 13.65], [13.43, 19.17, 15.03], [13.98, 18.07, 13.78], [14.01, 17.44, 16.47], [13.68, 16.19, 15.26], [11.09, 18.80, 16.07], [10.13, 17.42, 15.41], [22.37, 18.05, 15.88], [22.23, 19.23, 14.92], [21.03, 19.93, 15.53], [20.14, 18.87, 15.79], [20.87, 17.73, 16.17], [22.82, 18.31, 16.84], [22.92, 17.21, 15.45], [21.87, 18.84, 13.96], [23.15, 19.80, 14.76], [20.53, 20.65, 14.88], [21.27, 20.49, 16.45], [20.56, 16.86, 15.56], [20.72, 17.48, 17.22], [14.70, 10.80, 16.62], [15.68, 11.86, 17.13], [15.63, 12.97, 16.07], [14.65, 12.57, 15.09], [13.80, 11.64, 15.72], [14.12, 10.32, 17.42], [15.19, 10.01, 16.05], [16.68, 11.43, 17.26], [15.43, 12.23, 18.13], [16.58, 13.12, 15.57], [15.32, 13.92, 16.53], [13.25, 11.09, 14.95], [13.05, 12.16, 16.34], [20.55, 12.35, 17.02], [21.44, 11.54, 16.08], [22.73, 12.37, 16.08], [22.36, 13.69, 16.49], [20.93, 13.75, 16.61], [20.84, 12.19, 18.06], [19.49, 12.12, 16.94], [20.98, 11.50, 15.09], [21.59, 10.50, 16.38], [23.15, 12.40, 15.07], [23.43, 12.00, 16.82], [20.46, 14.06, 15.66], [20.66, 14.54, 17.31], [16.32, 19.52, 12.77], [17.04, 18.17, 12.83], [17.18, 18.01, 14.34], [17.48, 19.29, 14.82], [16.89, 20.27, 14.00], [15.23, 19.42, 12.84], [16.43, 20.08, 11.84], [18.02, 18.24, 12.35], [16.49, 17.35, 12.37], [17.96, 17.31, 14.65], [16.23, 17.65, 14.76], [17.65, 20.98, 13.68], [16.08, 20.77, 14.54]],
  "de_lowest_kj_mol": 0.00,
  "total_charge": -2,
  "gap_ev": 3.324,
  "homo_ha": 0.013,
  "e_lumo_ev": 3.69
}